Entry 1:
ORCA calculation (wB97M-V/def2-TZVPD) on a 2-piece molecular cluster, C4H11NO2S overall in a non-equilibrium geometry.

Last column: Mulliken charge in e.
Geometry (Å):
O (-0.720706, 0.019063, -1.602880)  -0.778
C (-0.577931, -1.219919, -1.709556)  0.828
O (0.076773, -1.928226, -0.878275)  -0.759
C (-1.200454, -1.949243, -2.884691)  -1.006
H (-0.405927, -2.021444, -3.631490)  0.233
H (-1.503775, -2.956034, -2.608353)  0.304
H (-2.060888, -1.426149, -3.291280)  0.298
C (0.599805, 0.448077, 1.593112)  -0.476
C (0.569605, 1.946607, 1.793547)  -0.677
S (0.117147, 2.439541, 3.474642)  -0.205
N (0.968607, 0.089796, 0.209109)  -0.337
H (-0.341104, -0.036770, 1.847595)  0.336
H (1.328358, -0.037240, 2.246820)  0.353
H (-0.129336, 2.377710, 1.072431)  0.351
H (1.514497, 2.457641, 1.607535)  0.334
H (-1.191046, 2.107845, 3.352294)  0.127
H (0.695854, -0.968939, -0.068610)  0.367
H (1.951006, 0.202449, 0.006077)  0.273
H (0.309517, 0.455226, -0.528024)  0.434

Cartesian forces (eV/Å) of the 3 atoms listed first:
-0.3792 0.2710 -0.6301
-0.5036 -0.4210 0.1440
0.0508 -0.2746 -0.1621

For the LUMO energy, the calculation gives 0.613 eV. The calculation puts the HOMO-LUMO gap at 10.165 eV. The value obtained for the relative energy (zero: lowest compared OMol25 entry of this formula, charge and spin) is 8.10 kcal per mole. As for the HOMO energy: -9.6 eV.



Entry 2:
ORCA calculation (wB97M-V/def2-TZVPD) on a 2-piece molecular cluster, C4H11NO3 overall in a non-equilibrium geometry.

Last column: Mulliken charge in e.
Geometry (Å):
C (0.366712, -0.013673, 1.067078)  -0.672
C (-0.015769, 1.419870, 0.712706)  -0.397
C (0.700049, 1.909924, -0.545346)  -0.172
O (0.994725, 3.232954, -0.566296)  -0.433
N (0.097064, -0.963083, -0.000541)  -0.061
C (-0.249415, -2.339131, 0.510971)  -0.519
O (0.765206, -2.941742, 1.141043)  -0.871
H (-0.267098, -0.340230, 1.890729)  0.414
H (1.411041, -0.110618, 1.389836)  0.264
H (-1.082848, 1.352041, 0.469235)  0.239
H (0.098846, 2.115183, 1.542139)  0.327
H (1.728483, 1.463691, -0.520279)  0.215
H (0.336756, 1.516971, -1.466853)  0.095
H (0.895826, -1.086662, -0.612310)  0.184
H (-0.633423, -2.855965, -0.398213)  0.207
H (-1.071509, -2.205658, 1.255762)  0.240
H (-1.202812, 0.663919, -2.192084)  0.280
H (-1.248267, -0.627272, -1.446688)  0.411
O (-1.623566, -0.190520, -2.230889)  -0.752

Cartesian forces (eV/Å) of the 3 atoms listed first:
0.2800 -0.5042 0.1254
-0.6935 -0.7728 -0.7824
1.2630 0.3019 1.6150

For the LUMO energy (alpha / beta), the calculation gives 3.393 / 1.380 eV. The calculation puts the HOMO-LUMO gap (alpha / beta) at 6.181 / 4.164 eV. The net charge is -1. As for the spin multiplicity: 2. As for the expectation value of S²: 0.7544. The value obtained for the relative energy (zero: lowest compared OMol25 entry of this formula, charge and spin) is 32.14 kcal per mole. As for the HOMO energy (alpha / beta): -2.8 / -2.8 eV.



Entry 3:
ORCA calculation (wB97M-V/def2-TZVPD) on a 2-piece molecular cluster, C4H11NO3 overall in a non-equilibrium geometry.

Last column: Mulliken charge in e.
Geometry (Å):
C (1.101474, -2.417771, -0.464150)  -1.263
C (0.041610, -1.296385, -0.173850)  0.393
O (-0.073140, -1.374664, 1.294911)  -0.566
C (0.384524, 0.167650, -0.470182)  -0.918
C (-0.835883, 0.988872, -0.176996)  0.820
N (-1.401421, 1.569491, -1.232476)  -0.380
O (-1.264864, 1.192286, 0.973805)  -0.708
H (1.868502, -2.137808, 0.279447)  0.289
H (0.677103, -3.436587, -0.174733)  0.294
H (1.460220, -2.428854, -1.465170)  0.382
H (-0.961962, -1.851913, -0.319052)  0.237
H (-0.282537, -0.411852, 1.505752)  0.303
H (1.345477, 0.370111, -0.021764)  0.321
H (0.896904, 0.178261, -1.573521)  0.303
H (-1.122594, 1.324209, -2.183199)  0.218
H (-2.338454, 1.925822, -1.221527)  0.248
O (0.463756, 2.731183, 1.795183)  -0.602
H (0.279359, 2.064754, 2.402836)  0.302
H (-0.238073, 2.843192, 1.224686)  0.328

Cartesian forces (eV/Å) of the 3 atoms listed first:
-0.8916 0.6253 1.7352
-1.0211 -3.5606 2.3592
0.2733 2.4127 0.1256

For the LUMO energy, the calculation gives 0.567 eV. The calculation puts the HOMO-LUMO gap at 10.324 eV. The value obtained for the relative energy (zero: lowest compared OMol25 entry of this formula, charge and spin) is 54.91 kcal per mole. As for the HOMO energy: -9.8 eV.



Entry 4:
ORCA calculation (wB97M-V/def2-TZVPD) on a 2-piece molecular cluster, C4H11NO3 overall in a non-equilibrium geometry.

Last column: Mulliken charge in e.
Geometry (Å):
N (-0.032215, -0.587903, -1.522271)  -0.529
C (0.696679, -0.764749, -0.225030)  0.229
C (1.372943, 0.585720, 0.271160)  -0.494
O (1.473584, 1.616449, -0.722051)  -0.604
C (-0.525790, -1.035761, 0.914287)  -0.652
C (-0.792342, -2.446196, 0.935849)  0.015
O (-1.514613, -2.915651, 0.036095)  -0.520
H (-0.322405, -1.375576, -1.921579)  0.164
H (0.408358, 0.147609, -2.073911)  0.210
H (1.471577, -1.469761, -0.197690)  0.335
H (2.362961, 0.461816, 0.649795)  0.331
H (0.752711, 0.845061, 1.101969)  0.240
H (0.640007, 2.282642, -0.823006)  0.384
H (-0.126263, -0.720024, 1.896271)  0.349
H (-1.343544, -0.344645, 0.600686)  0.239
H (-0.269642, -2.986664, 1.734279)  0.321
O (-1.197258, 3.256487, -0.291481)  -0.707
H (-1.189461, 2.753520, 0.532946)  0.324
H (-1.865287, 2.697627, -0.896318)  0.365

Cartesian forces (eV/Å) of the 3 atoms listed first:
2.6568 4.4274 3.7432
-3.0442 2.3708 0.3609
-1.6194 0.3729 -1.6042

For the LUMO energy, the calculation gives 0.410 eV. The calculation puts the HOMO-LUMO gap at 9.594 eV. The value obtained for the relative energy (zero: lowest compared OMol25 entry of this formula, charge and spin) is 78.11 kcal per mole. As for the HOMO energy: -9.2 eV.



Entry 5:
ORCA calculation (wB97M-V/def2-TZVPD) on a 2-piece molecular cluster, C4H11NO3 overall in a non-equilibrium geometry.

Last column: Mulliken charge in e.
Geometry (Å):
C (-0.538515, -2.292433, -1.122344)  -1.102
C (-1.404998, -1.149209, -0.608223)  -0.496
C (-0.925969, 0.287102, -0.655623)  -0.528
N (-0.040380, 0.581115, 0.486656)  -0.113
C (0.204172, 1.892430, 0.815356)  0.394
O (1.209245, 2.299299, 1.330883)  -0.507
O (-0.901235, 2.742029, 0.711283)  -0.493
H (0.377416, -2.426129, -0.542978)  0.304
H (-1.145390, -3.182888, -0.917186)  0.316
H (-0.320205, -2.369006, -2.180902)  0.325
H (-2.449074, -1.270652, -0.907684)  0.424
H (-1.536962, -1.406941, 0.456555)  0.274
H (-1.753988, 0.974885, -0.468563)  0.350
H (-0.530551, 0.608099, -1.626130)  0.316
H (0.801826, 0.008812, 0.516987)  0.225
H (-1.380407, 2.590424, 1.518160)  0.321
O (3.321073, 0.402898, 0.779702)  -0.621
H (3.903671, 1.172710, 0.721870)  0.308
H (3.110270, 0.537457, 1.692182)  0.303

Cartesian forces (eV/Å) of the 3 atoms listed first:
-0.5164 -0.7288 0.2745
-0.3462 -0.5538 1.0925
-0.8040 0.5965 0.5547

For the LUMO energy, the calculation gives 0.659 eV. The calculation puts the HOMO-LUMO gap at 10.620 eV. The value obtained for the relative energy (zero: lowest compared OMol25 entry of this formula, charge and spin) is 26.47 kcal per mole. As for the HOMO energy: -10.0 eV.



Entry 6:
ORCA calculation (wB97M-V/def2-TZVPD) on a 2-piece molecular cluster, C4H11NO3 overall in a non-equilibrium geometry.

Last column: Mulliken charge in e.
Geometry (Å):
C (-1.458553, 0.334113, -1.848585)  -1.337
C (-1.048512, -0.576804, -0.729224)  0.445
O (-0.116825, -1.478272, -1.274326)  -0.590
C (-0.387035, 0.234262, 0.442453)  -0.067
N (-0.140802, -0.884126, 1.479575)  -0.160
C (-0.506199, -0.764745, 2.759960)  0.127
O (-0.949012, 0.260284, 3.245687)  -0.551
H (-2.208911, 1.026976, -1.779735)  0.413
H (-1.565035, -0.111786, -2.861640)  0.324
H (-0.444817, 0.918029, -2.122346)  0.252
H (-1.888541, -1.324783, -0.341657)  0.221
H (0.606944, -1.249445, -1.882316)  0.338
H (0.643370, 0.565098, 0.129793)  -0.244
H (-1.047457, 0.989949, 0.834040)  0.391
H (0.251832, -1.796017, 1.298626)  0.270
H (-0.727144, -1.924534, 3.140149)  0.175
O (3.620155, 2.015540, -0.513112)  -0.582
H (4.346729, 2.162604, 0.050738)  0.315
H (3.019816, 1.603654, -0.028083)  0.261

Cartesian forces (eV/Å) of the 3 atoms listed first:
4.2529 0.2150 -2.7039
-0.6233 -0.3377 -0.1642
0.7992 -2.0623 0.3748

For the LUMO energy, the calculation gives 0.572 eV. The calculation puts the HOMO-LUMO gap at 10.298 eV. The value obtained for the relative energy (zero: lowest compared OMol25 entry of this formula, charge and spin) is 69.51 kcal per mole. As for the HOMO energy: -9.7 eV.



Entry 7:
ORCA calculation (wB97M-V/def2-TZVPD) on a 3-piece molecular cluster, C4H11NO3 overall in a non-equilibrium geometry.

Last column: Mulliken charge in e.
Geometry (Å):
O (1.568859, 0.893573, 0.448466)  -0.559
C (2.159904, -0.209369, 0.782343)  -0.238
N (1.708229, -1.363864, 0.020944)  -0.370
C (-2.740368, -0.767092, 0.028586)  -0.835
C (-1.548102, -0.096019, -0.056296)  0.719
C (-1.286524, 1.328643, 0.397541)  -0.843
O (-0.517797, -0.683030, -0.542812)  -0.708
H (3.264559, -0.266912, 0.659046)  0.356
H (1.989763, -0.487873, 1.857935)  0.321
H (-2.898874, -1.709776, -0.485940)  0.288
H (-3.652406, -0.306565, 0.380063)  0.293
H (1.938828, -2.281622, 0.380231)  0.225
H (-0.647016, 1.224327, 1.264534)  0.207
H (-0.676243, 1.782584, -0.377894)  0.298
H (-2.223323, 1.863509, 0.478012)  0.386
H (0.702612, -1.284128, -0.189481)  0.380
H (1.439923, 1.080759, -1.192212)  0.357
H (0.452720, 0.250362, -1.807240)  0.418
O (0.965254, 1.032484, -2.045828)  -0.696

Cartesian forces (eV/Å) of the 3 atoms listed first:
0.9003 0.1584 1.0109
-1.2927 -1.4202 -1.1928
0.9998 -0.0581 1.1054

For the LUMO energy, the calculation gives -4.114 eV. The calculation puts the HOMO-LUMO gap at 4.346 eV. The value obtained for the relative energy (zero: lowest compared OMol25 entry of this formula, charge and spin) is 179.06 kcal per mole. As for the HOMO energy: -8.5 eV.



Entry 8:
ORCA calculation (wB97M-V/def2-TZVPD) on C4H11NO3 as an isolated structure in a non-equilibrium geometry.

Last column: Mulliken charge in e.
Geometry (Å):
C (1.782647, 0.670852, 1.356427)  -1.271
C (0.459967, 0.656879, 0.583489)  0.569
N (-0.189892, -0.682155, 0.812541)  -0.208
C (-1.450613, -0.720981, 0.057513)  -0.792
C (-1.550347, 0.038590, -1.276729)  -0.182
O (-1.590865, 1.394414, -1.138471)  -0.583
O (-0.350317, 1.705125, 0.831696)  -0.608
H (1.676076, 1.277395, 2.260803)  0.370
H (2.056150, -0.370166, 1.459082)  0.325
H (2.598184, 1.105479, 0.790685)  0.318
H (0.351461, -1.363446, 0.217468)  0.384
H (-1.559520, -1.788804, -0.151162)  0.459
H (-2.255138, -0.420143, 0.750913)  0.314
H (-2.465664, -0.399535, -1.696381)  0.325
H (-0.670056, -0.303096, -1.830735)  0.327
H (-1.161065, 1.638605, -0.089484)  0.424
H (0.751967, 0.607564, -0.495825)  0.308
H (2.125666, -1.713007, -1.503328)  0.186
O (1.441358, -1.333571, -0.938502)  -0.664

Cartesian forces (eV/Å) of the 3 atoms listed first:
-0.1600 0.2690 -0.4015
-0.0504 1.0233 5.1892
-1.2149 1.5828 -4.5117

For the LUMO energy, the calculation gives -4.606 eV. The calculation puts the HOMO-LUMO gap at 5.002 eV. The value obtained for the relative energy (zero: lowest compared OMol25 entry of this formula, charge and spin) is 206.23 kcal per mole. As for the HOMO energy: -9.6 eV.